Record 1
C7H14N2O | ωB97M-V with the def2-TZVPD basis set

```
24
C7H14N2O (ωB97M-V with the def2-TZVPD basis set)
C -0.03381 0.22963 1.16790
C 1.79108 -3.52678 0.46347
C -1.13109 0.55511 -0.99870
C -1.51832 2.16866 0.83436
C 0.64954 2.19630 -0.34947
C -0.10974 -3.06448 -1.11384
C -0.47481 1.25565 0.21393
N 1.14468 0.20302 1.61123
N 1.21477 -3.15166 -0.48871
O 2.57941 -3.65027 1.30723
H -1.43186 1.35180 -1.71622
H -2.02557 0.01581 -0.76769
H -0.45460 -0.30675 -1.47047
H -1.01953 2.52276 1.75741
H -1.63344 2.97933 0.08642
H -2.50182 1.85220 1.25353
H 0.98331 3.01111 0.37524
H 0.30883 2.87632 -1.23530
H 1.46068 1.63289 -0.63182
H -0.49497 -4.08999 -1.09872
H -0.77654 -2.40215 -0.53944
H 0.04629 -2.72983 -2.13884
H 1.98756 0.59877 1.23383
H 1.43997 -0.52747 2.24470
```

For the energy above the lowest of the compared OMol25 structures with the same formula, charge and spin, the calculation gives 75.2 kcal per mole. For the gap between HOMO and LUMO, the calculation gives 0.305 Ha. The HOMO energy comes out at -7.68 eV.

=====

Record 2
C3H16O5 | ωB97M-V with the def2-TZVPD basis set

```
24
C3H16O5 (ωB97M-V with the def2-TZVPD basis set)
C 0.82894 -0.22358 -1.76293
C 0.60029 -1.24014 -0.67842
C 0.44337 -2.54223 -0.70518
H -0.02068 0.45252 -1.96683
H 1.69584 0.43696 -1.51185
H 1.04553 -0.70515 -2.71922
H 0.79252 -0.77850 0.28980
H 0.33841 -3.17154 0.18955
H 0.50109 -3.26645 -1.50876
H 1.24648 2.07226 1.90681
H 0.75746 2.87135 2.99804
O 0.38871 2.26666 2.32944
H -4.67794 -0.14210 -1.24179
H -6.08903 -0.00020 -1.54007
O -5.23688 0.18155 -1.95868
H 4.00408 1.91264 1.21910
H 3.75764 1.08430 2.47135
O 3.38388 1.80444 1.95164
H -3.85642 -0.99153 1.55630
H -5.20900 -1.18898 0.91280
O -4.27858 -1.07573 0.69209
H 3.75994 -0.55977 -0.00186
H 4.45051 -0.37667 -1.32741
O 4.05014 0.13042 -0.61111
```

For the energy above the lowest of the compared OMol25 structures with the same formula, charge and spin, the calculation gives 36.2 kcal per mole. For the gap between HOMO and LUMO, the calculation gives 0.368 Ha. The HOMO energy comes out at -9.61 eV. As for the SMILES: C=CC.O.O.O.O.O.

=====

Record 3
C14H20Cl3N3O11OsPSe4Si | ωB97M-V with the def2-TZVPD basis set

```
58
C14H20Cl3N3O11OsPSe4Si (ωB97M-V with the def2-TZVPD basis set)
Os -0.67340 0.26120 -0.28870
Se 1.68270 0.27700 -1.62660
Se 1.95420 -1.87090 -2.12730
Se 2.50680 -2.95680 0.06520
Se 0.83470 -2.44550 1.40680
O 0.46490 5.62130 4.82500
N 0.69500 5.94300 3.67460
O 0.99850 7.07060 3.33060
C 0.62130 4.93770 2.66620
C 0.33740 3.62420 3.02410
C 0.27310 2.63110 2.05180
C 0.40180 2.96060 0.64920
O 0.13800 2.16560 -0.30910
C 0.79540 4.30400 0.35770
C 0.89100 5.27310 1.34420
N 1.08690 4.67780 -0.98820
O 1.24500 3.81310 -1.83000
O 1.19540 5.87160 -1.21860
N 0.08560 1.32370 2.45920
O -0.22250 1.04450 3.62390
O 0.29620 0.37200 1.59050
H 0.18050 3.35530 4.05790
H 1.16650 6.28500 1.08310
C -0.03970 -4.89770 -1.87910
C -1.16710 -4.25790 -2.68770
C -1.03910 -4.60310 -4.17330
C -2.50450 -4.74120 -2.14560
O -1.00520 -2.84060 -2.60400
P -1.97850 -1.79020 -1.86500
O -3.40810 -2.02750 -2.07210
O -1.45810 -1.60690 -0.42990
O -1.40060 -0.39600 -2.49820
C -1.51690 0.11550 -3.84310
C -0.28410 -0.32430 -4.63800
C -2.78300 -0.40260 -4.51320
C -1.55060 1.63770 -3.68520
H -0.09920 -5.97930 -1.94330
H -0.12390 -4.60200 -0.83560
H 0.92640 -4.57300 -2.25730
H -1.04200 -5.67970 -4.31660
H -0.11290 -4.19580 -4.57040
H -1.86920 -4.16590 -4.72280
H -2.55220 -5.82670 -2.21500
H -3.32200 -4.29510 -2.70230
H -2.61200 -4.43660 -1.10730
H -0.10960 -1.38770 -4.48130
H 0.59420 0.23060 -4.31310
H -0.43080 -0.14510 -5.69950
H -2.70040 -1.47210 -4.68710
H -2.92350 0.10410 -5.46440
H -3.64500 -0.22580 -3.87750
H -0.72740 1.96430 -3.04630
H -2.48880 1.94930 -3.23020
H -1.44560 2.11750 -4.65360
Cl -3.23790 1.38540 2.24830
Si -2.75680 1.22050 0.25270
Cl -4.40690 0.36680 -0.60860
Cl -2.83750 3.20090 -0.39460
```

As for the expectation value of S²: 6.049. For the gap between HOMO and LUMO (alpha / beta), the calculation gives 0.224 / 0.212 Ha. Its total charge is -1. The HOMO energy (alpha / beta) comes out at -4.67 / -5.80 eV. The multiplicity is 5.

=====

Record 4
C5H6Br2N2O2 | ωB97M-V with the def2-TZVPD basis set

```
17
C5H6Br2N2O2 (ωB97M-V with the def2-TZVPD basis set)
C 1.14755 0.86037 0.18116
C -0.88035 1.83345 -0.33859
C 0.06166 0.03173 0.68236
C 0.14047 -1.15105 1.54105
C 0.23540 -1.26931 -1.73671
N 0.49144 1.91813 -0.44584
N -1.10707 0.67614 0.39381
O 2.34442 0.70852 0.26639
O -1.71104 2.57538 -0.78330
Br -1.21540 -1.11051 2.97423
Br -0.27743 -2.98528 -1.30169
H 1.12311 -1.23304 2.00915
H -0.08198 -2.08454 1.00219
H 1.28506 -1.12964 -1.94093
H -0.49257 -0.66989 -2.25651
H 0.96528 2.69650 -0.87539
H -2.02853 0.33307 0.62861
```

For the energy above the lowest of the compared OMol25 structures with the same formula, charge and spin, the calculation gives 27.1 kcal per mole. For the gap between HOMO and LUMO (alpha / beta), the calculation gives 0.277 / 0.283 Ha. The HOMO energy (alpha / beta) comes out at -8.21 / -8.88 eV.

=====

Record 5
C4H5NO2 | ωB97M-V with the def2-TZVPD basis set

```
12
C4H5NO2 (ωB97M-V with the def2-TZVPD basis set)
N 2.37726 -1.42490 -0.17213
C 1.29521 -0.64100 -0.23712
C 0.31764 0.07320 -0.30757
C -1.06224 0.56370 -0.28780
O -1.20492 1.96990 -0.35342
C -1.73660 0.13002 1.01821
O -2.01249 -1.01108 1.27856
H 3.00678 -1.32491 0.60811
H 2.78029 -1.76419 -1.03075
H -1.60568 0.07043 -1.10894
H -0.52817 2.30548 -0.95291
H -1.94586 0.97305 1.70706
```

For the energy above the lowest of the compared OMol25 structures with the same formula, charge and spin, the calculation gives 65.8 kcal per mole. For the gap between HOMO and LUMO, the calculation gives 0.354 Ha. The HOMO energy comes out at -8.94 eV. As for the SMILES: NC#C[C@H](O)C=O.

=====

Going through the records in order, we get strongest force on any atom values of 4.04, 2.13, 2.45, 0.67, 0.58 eV/Å.
Going through the records in order, we get M values of 142.20, 132.16, 1077.81, 285.92, 99.09 g/mol.